Here is 2 unconnected molecules or ions with the total composition CN2O2S from OMol25. Energies are from ωB97M-V/def2-TZVPD.

Values from the calculation:
- Energy above the lowest of the compared OMol25 structures with the same formula, charge and spin: 6.404 eV
- Orbital gap (alpha / beta): 0.1314 / 0.1253 Ha
- Molar mass: 104.09 Da
- Largest force on an atom: 4.2 eV/A

Geometry as XYZ:
```
6
Properties=species:S:1:pos:R:3:forces:R:3
C 1.977022 -0.457993 0.166795 2.50 -1.82 -1.59
O 0.827749 -0.243351 0.367721 -3.79 1.24 1.10
N -1.954360 0.623464 -0.151947 2.18 3.50 -0.54
O -1.490485 1.687456 -0.384901 -1.78 -3.42 0.63
N 3.022097 -0.867442 -0.204182 0.53 0.54 0.44
S -2.382025 -0.742135 0.206515 0.37 -0.04 -0.04
```
Positions in Å, forces in eV/Å.

Calculated atomic charges, method Mulliken, unit e: atom 1 (C): 0.396, atom 2 (O): -0.579, atom 3 (N): 0.649, atom 4 (O): -0.251, atom 5 (N): -0.534, atom 6 (S): 0.319

***

Here is a molecular structure, C16H14F9N7O3V from OMol25. Energies are from ωB97M-V/def2-TZVPD.

Values from the calculation:
- Energy above the lowest of the compared OMol25 structures with the same formula, charge and spin: 3.317 eV
- <S²>: 2.01
- Orbital gap (alpha / beta): 0.2966 / 0.2978 Ha
- Molar mass: 574.26 Da
- Largest force on an atom: 7.2 eV/A
- Charge: +1
- 2S+1: 3

Geometry as XYZ:
```
50
Properties=species:S:1:pos:R:3:forces:R:3
C 1.728200 7.661700 -1.188000 0.04 0.16 -0.09
H 0.649700 9.009700 -2.476600 0.04 0.13 -0.09
H -0.891100 3.196400 1.873300 0.06 0.00 0.02
F -3.302500 -2.479200 1.524200 -0.16 -0.04 -0.19
O -1.250100 -1.389300 -0.220500 -4.09 -4.30 -1.23
N 1.247600 0.567100 2.851100 0.13 -0.04 0.41
F -2.107100 -4.811000 0.160700 0.10 0.04 0.24
V -0.149400 -0.189600 -0.040800 -3.12 2.27 -1.72
H 1.205400 1.345800 3.506900 0.03 -0.18 -0.19
H 0.518500 4.847600 0.327200 0.08 -0.07 0.09
F -1.074600 -3.992700 -1.547500 0.23 0.02 -0.13
H -1.010700 1.015000 -2.826300 -0.02 0.05 -0.10
C 0.541200 5.748600 -0.268100 0.06 -0.13 0.11
C 0.268400 -2.939300 0.626700 0.30 -0.60 0.31
N -1.866800 5.752000 -1.085800 0.99 -0.10 0.30
H 3.355000 0.541700 2.614100 -0.27 0.04 -0.20
H 2.653900 8.209000 -1.258100 0.12 0.05 0.00
F -1.674000 -3.376900 2.602500 0.21 -0.30 -0.08
C 2.457600 0.547200 0.780100 2.46 0.16 0.90
F 0.711300 -2.130500 1.627100 -0.02 0.13 -0.02
C -0.577900 6.204100 -0.948600 0.01 0.63 -0.41
H -3.587200 4.719100 -0.797600 0.27 -0.01 0.17
C -1.995000 -2.464900 1.703100 -0.11 0.42 0.56
C -1.878900 -3.699800 -0.529800 -0.20 -0.04 -0.25
C -1.822400 2.940300 -2.114400 0.20 -0.46 -0.36
H -2.099100 3.548200 -2.951900 -0.04 0.10 -0.16
C -1.553900 2.423900 1.482600 0.02 -0.07 0.06
N -1.118500 1.368800 -0.720500 -0.62 0.93 0.05
C -0.544100 7.373600 -1.750500 0.34 -1.29 0.98
C -2.544500 4.663300 -0.456000 -0.45 0.53 0.19
N -2.534300 6.589200 -1.907500 -1.39 -0.49 -0.16
N -1.787900 7.518100 -2.289100 -0.10 1.07 -0.81
F 0.531900 -4.182300 0.955200 -0.23 0.11 -0.11
F 1.005200 -2.591500 -0.440000 -0.06 0.01 -0.12
C 1.689000 6.499800 -0.405200 -0.05 -0.11 0.06
N -1.978700 3.377300 -0.822700 0.25 -0.56 0.16
H -1.202100 1.447300 1.839900 -0.11 0.34 0.07
C -1.284800 1.695100 -2.040000 -0.20 0.46 -0.63
H -2.553400 2.610800 1.874800 -0.02 -0.08 0.02
O 1.229300 0.496600 0.289800 6.38 3.04 1.13
H 2.590000 6.187000 0.098700 0.08 -0.05 0.07
H 1.167000 -0.301600 3.380200 0.13 0.21 -0.12
F -3.028500 -3.265500 -1.024400 -0.08 0.19 -0.03
C -1.228200 -2.598000 0.356400 -0.26 -2.01 0.86
H -2.504900 4.762600 0.635000 -0.02 -0.11 -0.21
F -1.679900 -1.252100 2.230500 -0.07 -0.11 0.06
O 3.448600 0.524300 0.103500 -0.39 0.02 0.03
C -1.549100 2.401400 -0.000900 -0.07 0.17 0.23
N 2.458300 0.613800 2.141600 -0.21 -0.04 0.28
C 0.625900 8.119900 -1.871000 -0.18 -0.10 0.01
```
Positions in Å, forces in eV/Å.

Calculated atomic charges, method Mulliken, unit e: atom 1 (C): -0.555, atom 2 (H): 0.451, atom 3 (H): 0.288, atom 4 (F): -0.250, atom 5 (O): -0.995, atom 6 (N): -0.410, atom 7 (F): -0.236, atom 8 (V): 1.800, atom 9 (H): 0.284, atom 10 (H): 0.291, atom 11 (F): -0.246, atom 12 (H): 0.527, atom 13 (C): -0.519, atom 14 (C): 0.157, atom 15 (N): 0.733, atom 16 (H): 0.222, atom 17 (H): 0.382, atom 18 (F): -0.257, atom 19 (C): 0.419, atom 20 (F): -0.236, atom 21 (C): 1.266, atom 22 (H): 0.317, atom 23 (C): 0.530, atom 24 (C): 0.628, atom 25 (C): -0.463, atom 26 (H): 0.515, atom 27 (C): -1.096, atom 28 (N): 0.366, atom 29 (C): 0.054, atom 30 (C): -1.015, atom 31 (N): -0.668, atom 32 (N): -0.485, atom 33 (F): -0.237, atom 34 (F): -0.235, atom 35 (C): -0.593, atom 36 (N): 0.197, atom 37 (H): 0.009, atom 38 (C): -1.005, atom 39 (H): 0.438, atom 40 (O): -0.627, atom 41 (H): 0.401, atom 42 (H): 0.223, atom 43 (F): -0.225, atom 44 (C): 1.253, atom 45 (H): 0.504, atom 46 (F): -0.196, atom 47 (O): -0.569, atom 48 (C): 0.701, atom 49 (N): -0.128, atom 50 (C): -0.708

***

Here is 2 unconnected molecules or ions with the total composition C6H10O4 from OMol25. Energies are from ωB97M-V/def2-TZVPD.

Values from the calculation:
- Energy above the lowest of the compared OMol25 structures with the same formula, charge and spin: 4.119 eV
- Orbital gap (alpha / beta): 0.2342 / 0.2340 Ha
- Molar mass: 146.14 Da
- Largest force on an atom: 1.9 eV/A

Geometry as XYZ:
```
20
Properties=species:S:1:pos:R:3:forces:R:3
H 1.268578 -2.806179 0.560071 -0.03 -0.03 -0.05
O -0.525600 -0.328470 -2.006628 0.74 0.54 -0.44
C 0.581273 -2.206220 -0.044694 0.12 0.04 0.20
H 1.260180 -0.372776 0.833552 0.09 0.06 -0.01
C -1.155213 1.294053 -0.375357 -0.02 0.13 -0.07
C -1.029701 -0.145999 -0.835759 1.22 -0.30 1.36
H 0.438961 0.610790 -1.974710 -0.94 -0.50 -0.07
O -0.397521 -0.902628 1.807501 -0.14 -0.07 0.28
C 0.977273 2.069587 0.893850 0.27 0.37 0.86
H -1.593216 1.391037 0.614981 0.02 -0.01 -0.02
H -1.167382 -1.476299 1.706304 0.09 0.03 -0.02
H -0.343262 -2.771658 -0.189180 -0.02 0.03 0.02
H 1.024030 -2.048374 -1.027882 -0.01 0.02 0.02
H -1.748519 -0.871727 -0.451710 -0.07 0.10 -0.03
C 0.325748 -0.880968 0.627799 -0.89 0.30 -1.18
O 0.374797 2.417762 1.882526 0.26 -0.25 -0.70
C 0.306406 1.570488 -0.328474 -0.36 -0.63 -1.45
H -1.684192 1.915755 -1.105618 0.04 0.01 0.03
O 1.008665 1.419873 -1.398416 -0.30 0.18 1.23
H 2.078694 2.121954 0.811845 -0.06 -0.02 0.05
```
Positions in Å, forces in eV/Å.

Calculated atomic charges, method Mulliken, unit e: atom 1 (H): 0.379, atom 2 (O): -0.696, atom 3 (C): -1.245, atom 4 (H): 0.441, atom 5 (C): -0.128, atom 6 (C): -0.351, atom 7 (H): 0.448, atom 8 (O): -0.505, atom 9 (C): -0.190, atom 10 (H): 0.231, atom 11 (H): 0.379, atom 12 (H): 0.339, atom 13 (H): 0.329, atom 14 (H): 0.582, atom 15 (C): -0.073, atom 16 (O): -0.459, atom 17 (C): 0.381, atom 18 (H): 0.289, atom 19 (O): -0.565, atom 20 (H): 0.416

***

- Which value of molar mass does entry 3 give?
  146.14 Da